Here is a structure of composition C20H12Cl3LuN12OS in a non-equilibrium geometry from the Open Molecules 2025 dataset. Energies are from ωB97M-V with the def2-TZVPD basis set.

Cartesian coordinates (Å):
Lu  -0.817  -0.465  -0.944
N  1.549  0.887  2.733
C  2.846  0.342  2.905
C  3.582  0.664  4.029
C  4.854  0.134  4.204
C  5.379  -0.725  3.254
C  4.630  -1.051  2.129
C  3.367  -0.514  1.948
S  2.470  -0.944  0.501
N  0.944  -0.194  0.737
C  0.682  0.545  1.753
C  -0.720  1.071  1.916
C  -1.237  1.412  3.148
C  -2.563  1.814  3.215
C  -3.312  1.879  2.056
C  -2.711  1.516  0.864
N  -1.444  1.110  0.800
H  1.221  1.521  3.438
H  3.162  1.331  4.775
H  5.425  0.393  5.085
H  6.367  -1.146  3.383
H  5.039  -1.728  1.387
H  -0.660  1.299  4.055
H  -3.009  2.055  4.171
H  -4.348  2.185  2.062
H  -3.251  1.546  -0.075
Cl  1.252  2.347  -7.283
C  0.500  1.986  -5.754
C  1.126  1.126  -4.872
C  0.486  0.875  -3.678
Cl  1.270  -0.234  -2.526
C  -0.744  1.411  -3.297
O  -1.310  1.118  -2.139
C  -1.323  2.274  -4.230
Cl  -2.851  2.998  -3.845
C  -0.720  2.563  -5.439
H  2.074  0.665  -5.112
H  -1.205  3.235  -6.134
N  -2.619  -3.720  -0.742
C  -2.298  -3.101  0.445
N  -2.543  -3.638  1.620
N  -2.080  -2.713  2.502
N  -1.589  -1.704  1.890
N  -1.708  -1.908  0.535
C  -2.287  -3.214  -1.975
N  -2.638  -3.748  -3.120
N  -2.096  -2.907  -4.053
N  -1.472  -1.944  -3.494
N  -1.565  -2.108  -2.131
H  -3.108  -4.597  -0.698

Properties
charge = 0
E_HOMO = -8.1 eV
F_max = 1.425 eV Å⁻¹
orbital gap = 6.95 eV
relative energy (zero: lowest compared OMol25 entry of this formula, charge and spin) = 0.0000 eV
LUMO level = -0.0424 hartree
DFT total energy = -122889.408 eV
2S+1 = 1